No. 1
{"formula": "C15H30CaF12O15P2", "method": "ωB97M-V/def2-TZVPD", "de_lowest_ev": 0.714, "lumo_ev": -0.06, "orbital_gap_ev": 10.707, "symbols": ["Ca", "P", "P", "F", "F", "F", "F", "F", "F", "F", "F", "F", "F", "F", "F", "O", "O", "O", "O", "O", "O", "O", "O", "O", "O", "O", "O", "O", "O", "O", "C", "C", "C", "C", "C", "C", "C", "C", "C", "C", "C", "C", "C", "C", "C", "H", "H", "H", "H", "H", "H", "H", "H", "H", "H", "H", "H", "H", "H", "H", "H", "H", "H", "H", "H", "H", "H", "H", "H", "H", "H", "H", "H", "H", "H"], "coordinates": [[-0.506436, 0.333086, -0.186811], [1.261249, 1.529756, -3.327096], [-3.251724, 1.914877, -0.390314], [-3.415969, 3.395637, -1.123631], [1.780148, 2.485846, -4.520448], [-1.956074, 1.612150, -1.395829], [1.785494, 0.238618, -4.175611], [-4.324172, 1.144148, -1.358989], [2.661545, 1.704476, -2.457106], [0.543889, 2.789921, -2.589190], [-2.148470, 2.470606, 0.573255], [-3.078159, 0.404098, 0.266095], [-4.475845, 2.219636, 0.736212], [-0.225466, 1.436050, -4.041257], [0.706652, 0.578638, -2.158349], [2.973137, 2.966615, 0.817292], [-0.728429, -2.697837, -3.791576], [-0.604674, 0.798597, 2.355053], [0.874027, 1.168396, 4.061264], [1.325443, 4.233255, 0.304800], [0.986630, 1.965371, 0.361807], [-1.584496, -1.720387, 0.593850], [-1.247793, -1.136247, -2.190647], [3.434437, -2.069380, 0.662750], [-2.163360, -3.824740, -0.207045], [1.389959, -0.929217, 0.181393], [-0.969147, -3.713907, 1.599087], [-2.500891, -1.703513, -4.088440], [-1.138000, 2.010524, 4.233319], [2.576056, -1.937490, -1.338888], [-3.386664, -3.420556, -0.779819], [3.762761, -2.669521, -1.906974], [-1.578781, -2.942004, 0.624078], [-0.530684, -3.053470, 2.792758], [2.386661, -1.627711, -0.060156], [-2.531131, 2.031269, 3.999927], [-3.424251, -0.622678, -4.089409], [1.254226, 1.847120, 5.284382], [0.022603, 4.590130, -0.065738], [0.531412, -3.023540, -3.315772], [3.562024, -1.741710, 1.996808], [-1.428255, -1.737121, -3.282236], [3.715428, 1.782308, 0.927301], [-0.302505, 1.307148, 3.446126], [1.661998, 2.972004, 0.434271], [-3.065934, 0.274666, -4.593883], [3.880041, -2.536755, -2.982484], [3.988461, 1.494978, -0.088086], [-4.250451, -3.984200, -0.427299], [-3.606082, -2.370858, -0.584656], [1.442102, 2.899608, 5.072075], [-1.271002, -2.329073, 3.132267], [3.850190, -3.697549, -1.555394], [-2.969650, 1.077985, 3.704881], [-0.396985, 4.019336, -0.894137], [-0.706042, 4.542573, 0.743525], [0.365753, -2.498138, 2.516910], [4.685940, 1.892707, 1.411058], [1.151324, -2.198175, -3.665905], [0.463116, 1.786243, 6.031752], [0.570799, -3.027894, -2.226494], [4.112781, -2.503061, 2.549186], [-3.039367, 2.296411, 4.927019], [4.005108, -0.750221, 2.090210], [4.684088, -2.286229, -1.468399], [0.061124, 5.593339, -0.490220], [-3.255861, -3.528982, -1.856494], [2.573320, -1.715913, 2.454960], [3.161896, 1.021360, 1.477449], [-3.599847, -0.253035, -3.079142], [-2.807898, 2.714098, 3.196656], [-0.392677, -3.792124, 3.582343], [-4.405996, -0.915244, -4.461788], [2.103044, 1.360804, 5.765098], [0.974299, -3.945904, -3.691505]], "atomic_forces_ev_per_a": [[-0.540, -0.422, -0.116], [-1.164, 1.655, -2.033], [-3.286, 0.109, -0.781], [-0.256, -2.014, 0.948], [0.260, -0.257, 0.784], [-0.946, -0.366, -0.582], [0.015, 0.350, 1.020], [0.801, 1.568, -0.104], [-1.022, -0.189, -0.892], [1.378, 0.532, 0.976], [0.618, 0.718, 1.695], [0.993, 0.508, 0.317], [1.741, -0.010, -1.543], [0.654, -1.173, -0.570], [0.204, -0.908, 0.782], [-0.846, 1.349, 0.067], [-0.045, -1.589, -0.959], [1.040, 0.934, 2.582], [0.703, -0.481, -0.791], [0.745, -0.627, 0.113], [0.207, 0.923, -0.196], [0.064, -2.057, 0.113], [-0.441, -1.532, -3.066], [-1.116, -0.207, -1.489], [0.752, 0.755, 1.349], [2.513, -2.087, 1.391], [-0.966, 0.664, -0.998], [-0.005, 0.600, -0.080], [0.852, -0.445, -0.138], [0.844, -1.023, -1.104], [-0.679, 1.081, -1.349], [0.619, 0.652, 1.894], [0.462, -0.661, 1.352], [-0.006, 0.814, -0.605], [0.047, 1.006, -2.111], [-1.433, -0.085, -0.737], [-0.382, 1.328, 1.472], [-1.063, 0.271, 0.331], [-1.854, 0.456, -1.207], [1.860, 1.264, 0.954], [-0.873, 0.702, 1.984], [-1.443, 1.351, 2.605], [-0.007, -1.067, -0.776], [-1.458, -0.417, -0.550], [1.628, -0.400, 0.922], [0.324, -0.401, -0.501], [-0.994, 0.061, 0.202], [-0.342, -0.609, -0.070], [0.428, -0.442, 0.160], [0.247, 0.089, 0.032], [0.162, -0.140, -0.017], [-0.089, 0.006, -0.098], [-0.976, -0.194, -0.372], [0.574, -0.324, -0.074], [0.402, -0.547, 0.151], [0.371, 0.021, 0.258], [0.199, -0.043, 0.523], [-0.316, 0.925, 0.385], [0.544, -0.095, 0.289], [-0.226, 0.055, -0.250], [-0.154, -0.052, -0.018], [0.291, 0.059, -0.485], [0.427, 0.289, 0.003], [0.202, -0.210, 0.187], [-0.154, 0.695, 0.034], [0.270, 0.105, 0.496], [-0.354, -0.095, 0.006], [-0.075, 0.225, 0.131], [-0.153, -0.062, -0.305], [0.075, -0.271, 0.240], [0.214, 0.190, 0.120], [0.210, -0.092, -0.422], [0.457, -0.472, -0.314], [0.174, -0.129, -0.822], [-0.907, -0.115, -0.339]], "lowdin_charge": [1.51, 0.23, 0.29, -0.15, -0.14, -0.26, -0.15, -0.16, -0.16, -0.16, -0.15, -0.21, -0.19, -0.18, -0.25, 0.01, 0.04, 0.04, 0.00, 0.05, -0.02, 0.01, 0.02, 0.01, 0.02, -0.02, -0.01, 0.01, -0.01, -0.01, -0.03, 0.03, -0.49, -0.03, -0.50, -0.03, -0.02, -0.01, -0.04, -0.04, -0.04, -0.53, -0.05, -0.51, -0.52, 0.10, 0.10, 0.10, 0.10, 0.10, 0.10, 0.10, 0.09, 0.10, 0.08, 0.10, 0.07, 0.10, 0.09, 0.09, 0.09, 0.11, 0.10, 0.09, 0.08, 0.11, 0.10, 0.09, 0.07, 0.07, 0.09, 0.10, 0.10, 0.09, 0.10]}


No. 2
{"formula": "C15H30CdClO19", "method": "ωB97M-V/def2-TZVPD", "total_charge": 1, "de_lowest_ev": 12.622, "lumo_ev": -9.59, "orbital_gap_ev": 3.024, "symbols": ["Cd", "Cl", "O", "O", "O", "O", "O", "O", "O", "O", "O", "O", "O", "O", "O", "O", "O", "O", "O", "O", "O", "C", "C", "C", "C", "C", "C", "C", "C", "C", "C", "C", "C", "C", "C", "C", "H", "H", "H", "H", "H", "H", "H", "H", "H", "H", "H", "H", "H", "H", "H", "H", "H", "H", "H", "H", "H", "H", "H", "H", "H", "H", "H", "H", "H", "H"], "coordinates": [[0.395941, 0.741673, 1.130987], [2.376494, 4.534050, 4.295640], [3.493936, 0.544621, -2.527036], [-5.447391, -0.591008, 3.726189], [5.270179, 0.251147, -3.971732], [5.258145, -3.720086, 3.609302], [1.241211, 5.350680, 4.069374], [2.716564, 3.879259, 3.040668], [3.918406, 1.976569, -4.164373], [-2.988807, 5.029940, -3.273210], [-4.463041, 4.221412, -1.689642], [-2.140954, 3.875794, -1.433186], [4.441113, -4.550292, 1.739979], [-1.582366, -4.224528, -2.567394], [-3.330114, 0.203349, 4.008220], [3.410890, -2.645607, 2.661172], [-2.044821, -2.231508, -1.764871], [2.025074, 3.419009, 5.163580], [-4.708668, -0.135416, 5.800855], [-3.373404, -3.072541, -3.487169], [3.500605, 5.216059, 4.795314], [4.761295, 2.458529, -5.296476], [-1.639459, -5.141884, -3.692052], [-2.282606, -3.103303, -2.595460], [5.521484, -5.516161, 1.803546], [4.254782, -3.583090, 2.721119], [-5.550151, 4.870001, -2.398511], [-3.782767, 0.333954, 6.751045], [-6.603327, -1.247784, 4.240175], [-4.112997, -1.896277, -3.589189], [4.206056, 0.884737, -3.498330], [5.766506, -0.832262, -3.195451], [5.510878, -2.792122, 4.615942], [-3.092995, 4.327592, -2.067936], [-4.428811, -0.068273, 4.492229], [-1.823861, 5.548324, -3.821654], [5.678422, -3.276919, 5.577704], [-1.434511, -4.719262, -4.675670], [5.821475, -5.907786, 0.831568], [-7.476668, -0.965444, 3.652248], [-6.836789, -1.127953, 5.298107], [6.429153, -2.220276, 4.482317], [-6.525243, -2.328457, 4.121213], [6.109404, -0.491590, -2.218491], [5.009173, -1.613695, -3.257953], [-5.587607, 5.925937, -2.130711], [-3.562417, 1.401454, 6.749629], [-2.788315, -0.072850, 6.567513], [-1.068619, -6.020603, -3.391917], [6.586725, -1.229458, -3.793419], [5.711850, 2.817131, -4.901577], [6.441046, -5.106067, 2.221059], [-1.713690, 5.161416, -4.834700], [-4.113064, 0.189813, 7.779747], [-5.524293, 4.782460, -3.484679], [5.008891, 1.653243, -5.988075], [-4.889767, -1.841871, -4.351940], [-4.672999, -1.855199, -2.654943], [4.674486, -2.107383, 4.756243], [-0.965982, 5.147769, -3.281558], [-1.916862, 6.630191, -3.916650], [-6.485653, 4.457722, -2.020402], [5.245159, -6.274079, 2.536556], [-2.626700, -5.600972, -3.744156], [-3.554192, -0.960888, -3.619252], [4.354567, 3.239059, -5.939471]], "atomic_forces_ev_per_a": [[0.123, 0.195, 0.097], [-0.446, -0.182, 0.642], [2.049, 0.500, -2.250], [1.362, 1.098, 0.634], [0.013, 0.709, 0.056], [-0.607, -0.627, -0.708], [-0.076, 0.265, 0.157], [0.152, -0.754, -0.845], [0.008, 1.623, -1.850], [-2.629, -1.383, 2.258], [2.888, -0.293, -0.637], [-2.781, 0.946, -1.383], [-0.859, 1.427, 0.613], [-0.124, -0.106, -1.496], [-2.347, 0.123, 0.821], [2.788, -3.794, 0.274], [-0.598, -0.951, -1.765], [-0.034, 0.022, -0.266], [-0.932, 0.448, -0.408], [3.003, -1.550, -0.036], [0.167, 0.298, 0.039], [0.902, -1.057, 0.343], [-1.257, -1.064, 0.635], [-1.480, 1.733, 1.258], [0.551, 0.291, 1.432], [-0.086, 1.796, -1.445], [0.173, 0.561, 0.094], [1.746, 0.898, 0.488], [-0.747, -0.720, 0.449], [-1.240, 1.623, 1.960], [-1.690, -0.699, 2.211], [0.037, -0.762, -1.019], [-0.298, 1.298, 1.621], [-0.100, 0.754, -0.563], [1.068, -1.797, -0.706], [1.302, -0.631, -0.451], [-0.270, -0.536, -0.187], [0.478, 0.187, 0.407], [-0.965, 0.134, -0.100], [0.259, 0.393, -0.034], [0.391, 0.635, -0.074], [-0.055, -0.037, -0.761], [0.495, -0.037, -0.255], [-0.361, -0.318, -0.007], [-0.016, 0.003, 0.967], [0.303, 0.064, -0.093], [-0.632, 0.344, -0.757], [-0.165, -0.579, 0.169], [0.776, 0.578, -0.263], [0.252, 0.254, 0.253], [-0.143, 0.022, 0.192], [-0.156, 0.486, -0.092], [-0.225, -0.081, -0.098], [-0.357, -0.789, -0.406], [0.326, -0.234, 0.165], [-0.202, -0.286, 0.308], [0.600, -0.937, -0.491], [-0.215, 0.413, 0.140], [0.025, 0.028, -0.210], [0.192, 0.667, 0.217], [0.291, -0.042, 0.493], [0.345, -0.420, 0.064], [-0.154, -0.349, -0.466], [-0.386, 0.488, -0.067], [0.519, -0.312, -0.192], [-0.952, 0.021, 0.928]], "lowdin_charge": [1.23, 0.66, 0.05, -0.01, -0.02, -0.04, -0.24, -0.22, 0.02, -0.06, -0.04, 0.08, -0.02, 0.01, 0.08, 0.05, 0.08, -0.20, -0.01, -0.04, -0.22, 0.01, -0.02, -0.53, -0.04, -0.47, -0.05, -0.05, -0.05, -0.08, -0.61, -0.02, -0.05, -0.43, -0.52, -0.06, 0.10, 0.10, 0.10, 0.09, 0.09, 0.10, 0.09, 0.11, 0.10, 0.09, 0.10, 0.09, 0.10, 0.10, 0.09, 0.09, 0.09, 0.10, 0.09, 0.09, 0.10, 0.09, 0.09, 0.09, 0.10, 0.09, 0.10, 0.09, 0.10, 0.09]}